Record 1
This record from the OMol25 dataset describes a 2-piece molecular cluster, C2H5IO3 overall. The level of theory is ωB97M-V with the def2-TZVPD basis set.

SMILES: CC(=O)I.OO
Energy above the lowest of the compared OMol25 structures with the same formula, charge and spin in kcal per mole: 61.3

The geometry in XYZ format:
```
11
Properties=species:S:1:pos:R:3:forces:R:3:mulliken_charge:R:1
C -1.68464 2.55123 0.68697 0.7 1.8 1.3 -0.9058
C -1.35547 1.07031 0.57653 1.8 0.2 1.5 0.4129
O -0.35361 0.56387 1.02123 -1.3 0.9 -0.7 -0.4424
I -2.87259 -0.15077 -0.22564 -0.8 0.2 -0.5 0.0418
H -2.52447 2.69547 1.44610 0.9 -0.4 -1.2 0.2868
H -1.99404 2.97316 -0.28638 0.0 -0.3 0.5 0.3266
H -0.78952 3.22181 1.11614 -1.7 -1.9 -1.1 0.2612
O 0.29157 -2.13885 1.43996 -0.3 -0.8 -0.6 -0.3397
O -0.87129 -2.26953 0.56700 0.1 0.0 0.4 -0.2752
H -0.04783 -1.43471 2.00289 0.0 0.2 -0.1 0.3360
H -0.60168 -2.87289 -0.14154 0.6 0.1 0.4 0.2979
```
Forces are in eV/Å.



Record 2
This record from the OMol25 dataset describes C2H5KO3 as an isolated structure. The level of theory is ωB97M-V with the def2-TZVPD basis set.

Energy above the lowest of the compared OMol25 structures with the same formula, charge and spin in kcal per mole: 76.8
Net charge: +1
Multiplicity: 2
Expectation value of S²: 0.75

The geometry in XYZ format:
```
11
Properties=species:S:1:pos:R:3:forces:R:3:mulliken_charge:R:1
H 4.25041 -3.52279 -0.57068 -0.1 0.5 0.0 0.2767
O 2.21008 -3.51907 -0.69347 -1.5 -0.6 -0.3 0.0283
O 1.97196 -3.63277 0.58207 0.3 0.4 0.0 -0.3190
C 3.44403 -2.94947 -1.04193 0.8 3.2 0.7 -0.3041
H 3.50736 -2.98755 -2.13301 -0.1 -0.1 0.3 0.2402
K -0.58163 -2.43746 1.49377 0.2 0.0 -0.1 0.9932
O 0.47532 -0.20271 0.30984 1.6 -0.5 -1.5 -0.4294
C 1.53308 0.17735 -0.20904 -2.0 2.2 3.3 -0.1617
H 1.50533 1.03077 -0.90958 0.1 -0.9 -0.8 0.2765
H 2.42819 0.15477 0.44519 0.3 -0.9 -0.8 0.2992
H 3.40535 -1.74666 -0.72438 0.4 -3.3 -0.6 0.1003
```
Forces are in eV/Å.



Record 3
This record from the OMol25 dataset describes C2H5MgO3Sm as an isolated structure. The level of theory is ωB97M-V with the def2-TZVPD basis set.

Energy in eV: -31645.199
Multiplicity: 8
Expectation value of S²: 15.76

The geometry in XYZ format:
```
12
Properties=species:S:1:pos:R:3:forces:R:3:mulliken_charge:R:1
O -0.03048 -0.05861 -1.40527 -0.7 0.1 -0.5 -0.7184
C -1.25728 0.11250 -0.74952 -0.2 1.5 -0.3 -0.3276
C -1.13780 -0.15411 0.77510 -0.3 -0.2 0.0 -0.3074
O 0.22427 -0.09005 1.11285 0.0 0.9 1.1 -0.8343
Mg 1.43787 1.43219 0.49582 -0.5 0.3 0.2 0.5188
H -2.11765 -0.42742 -1.18476 0.4 -0.1 0.0 0.2775
H -1.48865 1.18958 -0.88080 -0.4 -0.2 0.2 0.2148
H -1.55168 -1.13720 1.06919 0.2 0.0 -0.2 0.1901
H -1.75885 0.56702 1.33592 0.3 0.0 -0.1 0.3012
Sm 1.35599 -1.31333 -0.37930 -4.6 -7.5 -2.1 1.0800
O 2.71727 -0.07701 0.07772 5.3 4.9 1.5 -0.6531
H 3.60700 -0.04355 -0.26696 0.6 0.5 0.2 0.2585
```
Forces are in eV/Å.



Record 4
This record from the OMol25 dataset describes C2H5MgO3Zn as an isolated structure. The level of theory is ωB97M-V with the def2-TZVPD basis set.

Energy above the lowest of the compared OMol25 structures with the same formula, charge and spin in kcal per mole: 11.6
Multiplicity: 2
Expectation value of S²: 0.75

The geometry in XYZ format:
```
12
Properties=species:S:1:pos:R:3:forces:R:3:mulliken_charge:R:1
O -0.23746 0.12851 -1.49587 -0.6 1.4 0.3 -0.7537
C 1.07758 0.19542 -1.02304 0.4 -1.1 -0.4 -0.2811
C 1.16577 0.43920 0.50261 0.6 0.0 -0.3 -0.2860
O -0.04632 0.01667 1.06830 -0.1 1.3 0.9 -0.5989
Zn -0.96515 -1.63329 0.97714 0.0 -1.4 0.2 0.1550
H 1.72909 0.90657 -1.56454 -0.3 0.0 0.1 0.2807
H 1.50314 -0.81449 -1.20665 0.1 0.3 0.1 0.2536
H 1.35645 1.50191 0.74499 -0.3 -0.1 -0.1 0.2099
H 2.04379 -0.08728 0.91821 -0.4 0.0 -0.1 0.3128
Mg -1.46389 0.74175 -0.13757 0.7 -1.0 -0.4 1.1181
O -2.62340 -0.57513 0.66359 -0.2 1.0 -0.3 -0.6311
H -3.53960 -0.81985 0.55285 0.0 -0.3 0.0 0.2206
```
Forces are in eV/Å.



Record 5
This record from the OMol25 dataset describes a 2-piece molecular cluster, C2H5N overall. The level of theory is ωB97M-V with the def2-TZVPD basis set.

Energy above the lowest of the compared OMol25 structures with the same formula, charge and spin in kcal per mole: 63.0

The geometry in XYZ format:
```
8
Properties=species:S:1:pos:R:3:forces:R:3:mulliken_charge:R:1
C -0.63902 0.23663 0.28110 -1.5 1.1 -1.1 0.1483
C 0.60364 -0.42540 0.17968 1.9 -2.3 -5.1 -0.9912
N -1.71939 -0.30803 -0.08010 -1.6 -0.5 0.8 -0.5519
H -0.40089 1.27939 0.41568 -1.0 1.0 0.8 0.3332
H 0.96034 -0.12148 -1.41660 -0.3 -0.3 4.3 0.1819
H 0.61987 -1.48894 -0.00992 -0.7 -0.3 0.1 0.3367
H 1.32652 -0.26796 0.92526 1.3 1.2 0.4 0.3038
H -2.66202 0.15724 0.02030 1.9 0.2 -0.2 0.2393
```
Forces are in eV/Å.



Record 6
This record from the OMol25 dataset describes a 2-piece molecular cluster, C2H5N overall. The level of theory is ωB97M-V with the def2-TZVPD basis set.

Energy above the lowest of the compared OMol25 structures with the same formula, charge and spin in kcal per mole: 63.3

The geometry in XYZ format:
```
8
Properties=species:S:1:pos:R:3:forces:R:3:mulliken_charge:R:1
C -0.18673 -0.39728 0.26931 0.6 -3.0 -0.3 0.0196
C 0.54464 0.55462 -0.58903 0.3 -0.4 0.6 -0.8363
N -1.20436 -0.00613 0.84396 0.1 0.1 0.2 -0.4482
H 0.39376 -2.09068 0.16673 -1.2 3.6 0.4 0.1386
H -0.19402 1.29489 -0.79932 -0.4 0.3 -1.3 0.3132
H 1.17682 0.10499 -1.31520 -0.2 -0.2 -1.2 0.2965
H 1.21419 1.13439 -0.01528 1.1 0.4 1.2 0.2659
H -1.74430 -0.59479 1.43883 -0.2 -0.8 0.3 0.2508
```
Forces are in eV/Å.



Record 7
This record from the OMol25 dataset describes the molecule C2H5N. The level of theory is ωB97M-V with the def2-TZVPD basis set.

SMILES: C=NC
Energy above the lowest of the compared OMol25 structures with the same formula, charge and spin in kcal per mole: 28.4

The geometry in XYZ format:
```
8
Properties=species:S:1:pos:R:3:forces:R:3:mulliken_charge:R:1
C 1.43204 -0.01789 0.02872 -0.4 -4.1 0.9 -0.2679
N 0.54528 0.77823 -0.22127 -5.2 1.4 0.4 -0.3688
C -0.95764 0.33078 -0.02534 5.0 -1.6 0.2 -0.7183
H 2.32661 0.47376 0.14358 2.9 0.1 -0.1 0.3021
H 1.25123 -1.16440 0.23007 0.6 2.0 -0.1 0.1936
H -1.29232 0.89392 0.77180 -1.1 1.4 1.2 0.2739
H -1.05648 -0.72684 0.20734 0.3 -0.3 0.3 0.3069
H -1.33278 0.43923 -0.95298 -2.1 1.0 -2.8 0.2785
```
Forces are in eV/Å.



Record 8
This record from the OMol25 dataset describes the molecule C2H5N. The level of theory is ωB97M-V with the def2-TZVPD basis set.

SMILES: C=NC
Energy above the lowest of the compared OMol25 structures with the same formula, charge and spin in kcal per mole: 29.7

The geometry in XYZ format:
```
8
Properties=species:S:1:pos:R:3:forces:R:3:mulliken_charge:R:1
C -1.29607 -0.02619 -0.05106 3.2 -2.6 2.5 -0.2238
N -0.25987 -0.32100 0.81818 -5.2 1.6 -3.8 -0.3551
C 0.98979 0.04956 0.19664 -1.3 2.4 0.1 -0.7843
H -2.37746 -0.27857 0.11503 1.3 0.3 0.6 0.2411
H -1.04952 0.15911 -1.12029 -0.1 0.6 0.7 0.1958
H 1.43687 -0.69121 -0.32480 1.0 -3.1 -1.8 0.3539
H 1.72812 0.25261 0.92705 0.5 1.0 0.9 0.2958
H 0.82814 0.85568 -0.56076 0.5 -0.2 0.9 0.2767
```
Forces are in eV/Å.



Record 9
This record from the OMol25 dataset describes the molecule C2H5N. The level of theory is ωB97M-V with the def2-TZVPD basis set.

SMILES: C=NC
Energy above the lowest of the compared OMol25 structures with the same formula, charge and spin in kcal per mole: 34.0

The geometry in XYZ format:
```
8
Properties=species:S:1:pos:R:3:forces:R:3:mulliken_charge:R:1
C 0.93885 -0.37003 0.80643 0.4 3.9 0.1 -0.2533
N 0.43223 0.74140 0.24990 0.0 -5.1 1.8 -0.3870
C -0.76058 0.38944 -0.66878 3.0 -4.6 0.8 -0.6963
H 0.93841 -1.36999 0.36295 -0.8 0.0 0.1 0.2666
H 1.54523 -0.27950 1.80186 -0.8 0.1 -2.1 0.2307
H -1.48167 -0.21691 -0.06700 0.5 0.6 -0.6 0.2823
H -1.09421 1.29472 -0.84741 -2.3 4.1 -1.4 0.2971
H -0.51826 -0.18913 -1.63795 -0.1 0.9 1.5 0.2599
```
Forces are in eV/Å.



Record 10
This record from the OMol25 dataset describes an isolated ion of composition C2H5N2 and charge +1. The level of theory is ωB97M-V with the def2-TZVPD basis set.

SMILES: CC=[N+]=N
Energy above the lowest of the compared OMol25 structures with the same formula, charge and spin in kcal per mole: 62.8
Net charge: +1

The geometry in XYZ format:
```
9
Properties=species:S:1:pos:R:3:forces:R:3:mulliken_charge:R:1
C -0.71025 1.03107 -0.32515 -1.4 2.0 -3.7 -0.9981
C -0.45287 -0.36197 -0.05538 5.5 -0.5 1.2 0.1646
N 0.73661 -0.86761 0.32606 -3.3 1.5 -0.2 0.4278
N 1.79744 -1.35664 0.30629 0.5 -1.1 -1.5 -0.4000
H -0.06493 1.62517 -1.11528 -0.9 -1.9 1.2 0.3276
H -0.66575 1.69067 0.45224 0.6 1.4 2.9 0.3780
H -1.80497 1.21696 -0.60831 1.5 -0.9 0.0 0.3105
H -1.16116 -1.10843 -0.03057 -1.6 -1.7 -0.3 0.4265
H 2.32589 -1.86922 1.05009 -0.8 1.2 0.5 0.3630
```
Forces are in eV/Å.



Record 11
This record from the OMol25 dataset describes C2H5N2 as an isolated structure. The level of theory is ωB97M-V with the def2-TZVPD basis set.

Energy above the lowest of the compared OMol25 structures with the same formula, charge and spin in kcal per mole: 82.7
Net charge: +1

The geometry in XYZ format:
```
9
Properties=species:S:1:pos:R:3:forces:R:3:mulliken_charge:R:1
C -0.97493 -0.31759 -0.41547 2.0 1.0 0.8 0.1297
C 0.81289 -0.00285 0.19049 0.4 4.3 3.7 -0.4977
N 0.12060 0.17775 -1.00927 -0.6 0.0 -2.7 -0.1399
N -0.40494 -0.55064 0.75798 -0.8 0.3 -0.6 -0.1620
H -1.97247 -0.24761 -0.62100 -2.5 -0.3 -1.1 0.4128
H 1.64318 -0.55290 0.43349 2.3 -1.1 -0.5 0.3652
H 1.32313 1.62217 1.02262 -1.3 -3.4 -1.8 0.3021
H 0.32973 0.45569 -2.01237 -0.1 -0.6 2.0 0.2927
H -0.87719 -0.58402 1.65353 0.5 0.0 0.1 0.2972
```
Forces are in eV/Å.



Record 12
This record from the OMol25 dataset describes an isolated ion of composition C2H5N2 and charge +1. The level of theory is ωB97M-V with the def2-TZVPD basis set.

SMILES: CN1C=[NH+]1
Energy above the lowest of the compared OMol25 structures with the same formula, charge and spin in kcal per mole: 75.8
Net charge: +1

The geometry in XYZ format:
```
9
Properties=species:S:1:pos:R:3:forces:R:3:mulliken_charge:R:1
C 1.34984 0.05717 -0.10861 -1.0 -0.9 0.0 -0.4652
N -0.11973 -0.25312 0.15060 0.5 0.4 0.3 0.0222
C -1.30404 -0.62349 -0.08197 1.0 0.1 0.4 0.2810
N -1.32199 0.71685 -0.03923 -0.3 1.2 -1.1 -0.3532
H 1.91720 -0.62709 0.52108 -0.1 0.1 0.0 0.2715
H 1.54031 -0.13107 -1.16333 0.0 0.1 0.0 0.3080
H 1.52107 1.09200 0.16127 -0.1 0.0 0.1 0.2720
H -1.93967 -1.47885 -0.21228 -0.1 -0.4 -0.1 0.3621
H -1.64299 1.24761 0.77247 0.2 -0.6 0.5 0.3016
```
Forces are in eV/Å.